Entry 1:
10
Properties=species:S:1:pos:R:3:lowdin_charge:R:1 method="wB97M-V/def2-TZVPD" de_lowest_kj_mol=23.9 total_charge=-1 homo_ev=-4.28
C 0.27 0.03 0.16 -0.148
C -0.44 -1.08 -0.46 -0.368
C -0.87 0.83 0.47 -0.387
C -1.73 -0.39 0.09 -0.261
N 1.88 0.27 0.30 -0.553
O -0.08 -1.99 -1.20 -0.041
O -1.01 1.97 0.92 -0.020
O -2.87 -0.69 0.35 0.057
I 2.98 -0.18 -1.27 0.725
H 1.87 1.22 0.63 -0.005


Entry 2:
48
Properties=species:S:1:pos:R:3:lowdin_charge:R:1 method="wB97M-V/def2-TZVPD" de_lowest_kj_mol=9.7 total_charge=0 smiles="CC[C@@H](C)[C@@H](NC(=O)[C@@H](CCSC)NC(C)=O)C(=O)NC" homo_ev=-8.88
O -0.50 -0.70 -2.10 0.033
O 1.82 0.81 1.44 0.055
O -1.72 3.86 0.03 0.070
S 3.80 -2.51 -2.01 0.795
C -0.43 -1.76 -1.46 -0.539
C 1.12 0.23 0.61 -0.416
C -1.18 2.81 -0.19 -0.463
N -0.86 2.46 -1.45 0.037
N 0.52 -1.99 -0.51 0.107
N -0.16 0.60 0.41 0.107
C 4.45 -4.09 -2.66 -0.411
C -1.42 -2.86 -1.61 0.002
C -1.13 3.31 -2.62 -0.042
C -1.31 2.78 3.90 -0.097
C 3.30 -2.95 -0.32 -0.503
C 2.77 -1.75 0.52 -0.181
C -3.28 1.03 1.01 -0.042
C -2.36 2.55 2.81 -0.227
C 1.57 -1.01 -0.16 -0.216
C -0.84 1.79 0.92 -0.177
C -2.01 1.40 1.82 -0.308
H -0.33 1.61 -1.61 0.110
H 0.51 -2.86 0.01 0.143
H -0.69 0.03 -0.25 0.099
H 3.90 -4.93 -2.24 0.028
H 5.53 -4.17 -2.38 0.043
H 4.34 -4.18 -3.74 0.030
H -0.93 -3.87 -1.77 0.110
H -2.05 -2.62 -2.45 0.084
H -2.08 -2.83 -0.75 0.086
H -0.23 3.28 -3.22 0.080
H -1.93 2.94 -3.25 0.083
H -1.30 4.31 -2.25 0.075
H -1.64 3.68 4.43 0.071
H -1.30 1.94 4.60 0.078
H -0.34 2.99 3.46 0.068
H 2.54 -3.72 -0.35 0.063
H 4.19 -3.32 0.17 0.069
H 2.43 -2.15 1.48 0.125
H 3.59 -1.07 0.71 0.112
H -2.96 0.27 0.29 0.075
H -3.67 1.92 0.59 0.068
H -4.04 0.62 1.68 0.082
H -3.30 2.34 3.34 0.113
H -2.51 3.47 2.28 0.089
H 1.97 -0.60 -1.13 0.146
H -0.14 2.35 1.53 0.136
H -1.70 0.54 2.42 0.145


Entry 3:
73
Properties=species:S:1:pos:R:3:lowdin_charge:R:1 method="wB97M-V/def2-TZVPD" de_lowest_kj_mol=8.9 total_charge=-1 homo_ev=-2.42
Cs -0.28 -2.95 0.01 0.618
O -0.71 1.55 1.54 -0.489
S 0.06 0.87 0.47 0.888
C -0.84 1.24 -1.07 -0.337
C -0.27 1.88 -2.15 -0.064
C -1.03 2.16 -3.28 -0.071
C -2.37 1.80 -3.31 -0.072
C -2.94 1.15 -2.23 -0.086
C -2.19 0.85 -1.09 -0.351
P -2.87 -0.15 0.32 1.079
C -4.30 -0.93 -0.52 -0.377
C -4.04 -1.90 -1.49 -0.114
C -5.07 -2.57 -2.13 -0.080
C -6.39 -2.29 -1.80 -0.092
C -6.66 -1.33 -0.83 -0.083
C -5.63 -0.65 -0.20 -0.076
C -3.68 1.09 1.38 -0.401
C -4.17 2.31 0.92 -0.086
C -4.81 3.18 1.79 -0.087
C -4.96 2.83 3.13 -0.093
C -4.47 1.62 3.59 -0.077
C -3.83 0.75 2.72 -0.087
C 1.51 1.89 0.18 -0.423
C 1.42 3.22 0.57 -0.064
C 2.52 4.05 0.41 -0.069
C 3.69 3.53 -0.13 -0.071
C 3.78 2.19 -0.49 -0.062
C 2.69 1.34 -0.33 -0.368
P 2.72 -0.45 -0.77 1.070
C 4.39 -0.58 -1.52 -0.396
C 5.53 -0.86 -0.78 -0.080
C 6.77 -0.93 -1.41 -0.079
C 6.87 -0.71 -2.78 -0.095
C 5.73 -0.43 -3.52 -0.093
C 4.50 -0.38 -2.90 -0.111
C 2.93 -1.23 0.86 -0.444
C 2.82 -0.56 2.08 -0.098
C 2.84 -1.27 3.27 -0.065
C 2.97 -2.65 3.26 -0.079
C 3.12 -3.33 2.06 -0.110
C 3.09 -2.62 0.87 -0.173
H 0.77 2.17 -2.12 0.104
H -0.58 2.66 -4.12 0.105
H -2.97 2.03 -4.18 0.104
H -3.98 0.85 -2.27 0.108
H -3.01 -2.13 -1.75 0.083
H -4.84 -3.32 -2.87 0.104
H -7.19 -2.82 -2.29 0.099
H -7.69 -1.11 -0.57 0.101
H -5.86 0.09 0.55 0.100
H -4.05 2.58 -0.12 0.101
H -5.18 4.13 1.43 0.098
H -5.45 3.52 3.81 0.097
H -4.57 1.35 4.64 0.104
H -3.42 -0.18 3.09 0.115
H 0.50 3.57 1.01 0.114
H 2.46 5.08 0.70 0.103
H 4.55 4.17 -0.26 0.103
H 4.71 1.81 -0.89 0.101
H 5.45 -1.04 0.28 0.110
H 7.65 -1.15 -0.83 0.103
H 7.84 -0.76 -3.27 0.098
H 5.81 -0.27 -4.59 0.098
H 3.60 -0.18 -3.48 0.098
H 2.70 0.52 2.10 0.095
H 2.71 -0.75 4.21 0.105
H 2.90 -3.23 4.18 0.080
H 3.18 -4.41 2.05 0.062
H 3.16 -3.17 -0.07 0.105
S 1.54 -5.80 4.00 0.273
C 0.58 -5.19 2.73 -1.939
S -0.60 -3.95 3.06 0.103
S 0.82 -5.78 1.12 0.112


Entry 4:
64
Properties=species:S:1:pos:R:3:lowdin_charge:R:1 method="wB97M-V/def2-TZVPD" total_charge=0 smiles="COCCCCCP(Cl)COC.COP(=O)(OC)OC.COP(=O)(OC)OC" homo_ev=-8.83
C -1.47 2.74 3.60 -0.125
O -0.82 1.80 2.77 -0.187
C 0.12 0.99 3.46 -0.234
C 1.34 1.77 3.98 -0.184
C 2.63 0.99 3.78 -0.234
C 3.83 1.65 4.47 -0.280
C 5.18 1.28 3.83 -0.452
P 6.06 2.54 2.82 0.664
Cl 6.18 4.05 4.24 0.179
C 4.66 3.22 1.79 -0.455
O 5.09 3.20 0.45 -0.276
C 4.03 3.36 -0.47 -0.117
H -1.60 2.35 4.62 0.087
H -2.45 2.94 3.18 0.083
H -0.91 3.68 3.67 0.082
H 0.43 0.22 2.76 0.088
H -0.39 0.50 4.30 0.123
H 1.24 2.01 5.04 0.116
H 1.41 2.72 3.43 0.117
H 2.83 0.89 2.71 0.103
H 2.50 -0.02 4.16 0.122
H 3.70 2.74 4.46 0.076
H 3.83 1.36 5.52 0.111
H 5.92 1.02 4.60 0.061
H 5.08 0.40 3.19 0.079
H 4.42 4.24 2.11 0.076
H 3.77 2.59 1.92 0.073
H 3.33 4.13 -0.13 0.087
H 3.48 2.42 -0.61 0.089
H 4.46 3.68 -1.42 0.086
C -2.01 -2.98 -1.39 -0.079
O -2.00 -2.44 -0.06 -0.208
P -0.78 -2.59 0.93 0.346
O -0.02 -1.37 1.17 -0.214
O 0.07 -3.82 0.38 -0.231
C 1.20 -3.59 -0.48 -0.082
O -1.43 -3.18 2.24 -0.198
C -2.29 -4.32 2.16 -0.085
H -1.32 -2.44 -2.04 0.085
H -1.76 -4.04 -1.39 0.090
H -3.02 -2.86 -1.77 0.090
H 1.50 -2.54 -0.46 0.083
H 0.94 -3.89 -1.50 0.085
H 2.02 -4.21 -0.12 0.089
H -1.86 -5.10 1.54 0.086
H -3.26 -4.03 1.76 0.089
H -2.41 -4.70 3.18 0.089
C -3.26 0.30 -7.25 -0.087
O -2.43 -0.35 -6.29 -0.210
P -2.99 -1.27 -5.12 0.333
O -2.70 -2.70 -5.27 -0.221
O -4.53 -0.90 -5.00 -0.234
C -5.53 -1.68 -5.66 -0.081
O -2.36 -0.64 -3.82 -0.218
C -2.46 0.76 -3.56 -0.072
H -3.69 -0.42 -7.95 0.092
H -4.06 0.86 -6.76 0.087
H -2.62 0.99 -7.80 0.091
H -5.11 -2.63 -6.00 0.085
H -5.92 -1.12 -6.51 0.084
H -6.32 -1.87 -4.95 0.090
H -3.48 1.12 -3.73 0.087
H -1.77 1.31 -4.20 0.089
H -2.20 0.90 -2.52 0.094


Entry 5:
12
Properties=species:S:1:pos:R:3:lowdin_charge:R:1 method="wB97M-V/def2-TZVPD" de_lowest_kj_mol=619.2 total_charge=0 homo_ev="-5.03 / -6.42" multiplicity=2
O -0.82 -1.13 1.87 -0.305
C 1.19 -1.75 2.46 0.097
C 0.42 -1.08 1.66 -0.534
H 1.75 -1.51 3.35 0.005
H 0.65 -0.09 0.35 0.163
H 0.91 1.76 -0.55 0.095
H 0.08 -0.45 -2.47 0.099
C 0.05 0.59 -2.14 0.050
C 0.29 0.89 -0.79 -0.386
O -1.06 1.18 -0.92 -0.476
Ba -3.31 0.28 0.10 1.093
H -0.14 1.33 -2.92 0.099


Entry 6:
17
Properties=species:S:1:pos:R:3:lowdin_charge:R:1 method="wB97M-V/def2-TZVPD" de_lowest_kj_mol=161.3 total_charge=0 smiles="C=CCCN.O" homo_ev=-9.58
C 1.73 0.20 0.36 -0.262
C 0.53 0.81 -0.37 -0.214
C -0.53 -0.14 -0.84 -0.196
C -1.03 -1.19 -0.21 -0.022
N 2.69 -0.53 -0.55 -0.009
H 1.48 -0.54 1.11 0.101
H 2.31 1.02 0.77 0.098
H 0.89 1.33 -1.25 0.104
H 0.19 1.56 0.34 0.113
H -1.00 0.10 -1.79 0.099
H -0.81 -1.58 0.78 0.065
H -1.80 -1.80 -0.67 0.059
H 2.34 -1.48 -0.60 0.051
H 2.54 -0.19 -1.48 0.042
H -2.82 -0.09 1.59 0.020
H -2.63 0.98 0.49 0.012
O -3.02 0.82 1.36 -0.062


Entry 7:
17
Properties=species:S:1:pos:R:3:lowdin_charge:R:1 method="wB97M-V/def2-TZVPD" de_lowest_kj_mol=237.9 total_charge=0 smiles="CNC(=O)CN.O" homo_ev=-9.29
N 0.47 0.64 2.17 -0.036
C 0.57 1.13 0.78 -0.192
C 0.93 -0.20 -0.06 -0.477
N 0.00 -0.65 -0.91 0.003
C 0.21 -1.01 -2.27 -0.086
O 1.98 -0.70 0.31 0.040
H 1.05 -0.27 2.10 0.089
H 1.01 1.37 2.69 0.070
H -0.36 1.56 0.45 0.073
H 1.40 1.87 0.79 0.115
H -0.80 -0.26 -0.46 0.096
H -0.66 -1.42 -2.74 0.067
H 0.39 -0.15 -2.94 0.081
H 1.14 -1.72 -2.35 0.129
H -3.31 1.36 0.34 0.049
H -3.65 0.45 -0.77 0.051
O -3.20 0.42 0.11 -0.072


Entry 8:
109
Properties=species:S:1:pos:R:3:lowdin_charge:R:1 method="wB97M-V/def2-TZVPD" de_lowest_kj_mol=0.0 total_charge=0 homo_ev="-7.13 / -7.13" multiplicity=4
Cr 0.22 -0.44 0.36 0.659
C -3.37 -0.76 -1.03 -0.295
N -3.87 0.44 -0.40 -0.164
C -3.01 1.35 0.33 -0.305
P -1.26 1.52 -0.27 1.068
C -1.39 1.62 -2.06 -0.373
C -2.52 2.16 -2.69 -0.090
C -2.61 2.16 -4.07 -0.067
C -1.57 1.62 -4.84 -0.072
C -0.45 1.10 -4.22 -0.064
C -0.35 1.10 -2.83 -0.096
C -0.92 3.18 0.37 -0.390
C -0.90 4.29 -0.47 -0.150
C -0.68 5.55 0.06 -0.085
C -0.48 5.71 1.42 -0.073
C -0.50 4.61 2.26 -0.063
C -0.71 3.34 1.74 -0.088
C -5.25 0.59 -0.23 -0.230
C -5.78 1.33 0.83 -0.028
C -7.15 1.48 0.97 -0.086
C -8.03 0.90 0.07 -0.104
C -7.51 0.16 -0.99 -0.088
C -6.14 0.01 -1.15 -0.033
P -2.01 -1.59 -0.10 1.063
C -1.85 -3.13 -1.03 -0.352
C -1.47 -3.05 -2.37 -0.087
C -1.31 -4.20 -3.11 -0.075
C -1.51 -5.44 -2.52 -0.076
C -1.87 -5.53 -1.18 -0.062
C -2.04 -4.37 -0.43 -0.093
C -2.77 -1.87 1.51 -0.362
C -3.99 -2.53 1.65 -0.079
C -4.58 -2.63 2.90 -0.060
C -3.97 -2.06 4.01 -0.064
C -2.76 -1.40 3.88 -0.070
C -2.16 -1.31 2.63 -0.130
H -3.02 -0.59 -2.06 0.091
H -4.17 -1.49 -1.09 0.089
H -2.93 1.12 1.40 0.092
H -3.43 2.35 0.25 0.101
H -3.33 2.56 -2.10 0.113
H -3.48 2.57 -4.56 0.107
H -1.64 1.62 -5.92 0.106
H 0.37 0.70 -4.81 0.110
H 0.55 0.72 -2.35 0.080
H -1.03 4.17 -1.53 0.099
H -0.65 6.41 -0.60 0.109
H -0.30 6.70 1.83 0.106
H -0.33 4.73 3.32 0.108
H -0.68 2.48 2.40 0.104
H -5.13 1.78 1.56 0.102
H -7.54 2.06 1.80 0.104
H -9.10 1.01 0.19 0.099
H -8.18 -0.29 -1.71 0.104
H -5.77 -0.53 -2.00 0.106
H -1.28 -2.08 -2.83 0.101
H -1.01 -4.14 -4.15 0.105
H -1.37 -6.35 -3.10 0.105
H -2.00 -6.49 -0.71 0.110
H -2.28 -4.44 0.62 0.056
H -4.48 -2.96 0.79 0.114
H -5.53 -3.15 3.00 0.108
H -4.44 -2.14 4.98 0.108
H -2.27 -0.97 4.74 0.114
H -1.19 -0.82 2.56 0.089
O 3.02 1.54 2.15 0.096
C 2.29 0.93 1.40 -0.531
O 0.99 0.80 1.54 -0.184
C 2.80 0.22 0.11 -0.541
O 3.97 0.12 -0.17 0.118
O 1.81 -0.29 -0.59 -0.151
C 4.42 2.34 -3.34 -0.027
N 4.79 2.54 -1.95 -0.069
C 3.96 2.96 -0.98 -0.738
Se 2.18 3.43 -1.10 0.734
N 4.67 2.98 0.17 0.126
C 5.95 2.52 -0.05 -0.179
C 7.03 2.30 0.80 0.000
C 8.19 1.81 0.22 -0.091
C 8.28 1.55 -1.14 -0.092
C 7.20 1.76 -1.99 -0.007
C 6.04 2.25 -1.41 -0.165
H 3.44 2.79 -3.49 0.041
H 4.38 1.28 -3.56 0.102
H 5.16 2.82 -3.98 0.094
H 4.20 3.03 1.07 0.131
H 6.95 2.48 1.86 0.116
H 9.05 1.62 0.85 0.101
H 9.20 1.17 -1.55 0.100
H 7.26 1.55 -3.05 0.109
C 3.52 -2.23 4.04 -0.066
C 2.07 -1.78 3.99 -0.278
O 1.57 -1.76 2.64 -0.329
P 1.15 -3.08 1.80 0.103
O 0.57 -2.37 0.55 -0.484
Te -0.14 -4.57 3.05 0.435
O 2.50 -3.79 1.36 -0.299
C 3.40 -3.10 0.44 -0.260
C 4.45 -4.08 0.01 -0.062
H 3.92 -2.07 5.04 0.080
H 4.12 -1.64 3.34 0.080
H 3.62 -3.28 3.79 0.076
H 1.96 -0.76 4.34 0.121
H 1.43 -2.44 4.58 0.064
H 3.84 -2.25 0.96 0.104
H 2.82 -2.72 -0.40 0.108
H 5.06 -4.41 0.85 0.078
H 5.11 -3.61 -0.73 0.081
H 3.99 -4.96 -0.44 0.081


Entry 9:
138
Properties=species:S:1:pos:R:3:lowdin_charge:R:1 method="wB97M-V/def2-TZVPD" de_lowest_kj_mol=82.5 total_charge=0 smiles=COC[C@H](C)N.COC[C@H](C)N.COC[C@H](C)N.COC[C@H](C)N.OCCO.OCCO.OCCO.OCCO.OCCO.OCCO.OCCO homo_ev=-8.95
C 2.68 2.74 4.82 -0.249
C 2.67 1.24 5.12 -0.176
O 1.56 0.59 4.48 -0.092
O 1.55 3.36 5.40 -0.048
H 2.82 2.89 3.75 0.094
H 3.57 3.22 5.25 0.128
H 2.58 1.15 6.20 0.127
H 3.61 0.82 4.76 0.121
H 0.80 0.56 5.07 0.120
H 0.85 3.26 4.74 0.085
C -3.93 -2.20 0.12 -0.211
C -4.24 -0.85 0.72 -0.210
O -5.67 -0.86 0.94 -0.075
O -4.41 -2.36 -1.22 -0.087
H -4.30 -3.04 0.71 0.123
H -2.85 -2.38 0.15 0.101
H -4.04 0.01 0.08 0.115
H -3.73 -0.72 1.66 0.086
H -5.97 -0.01 1.27 0.084
H -5.38 -2.32 -1.28 0.098
C -4.14 -1.77 4.01 -0.254
C -2.72 -2.14 3.68 -0.269
O -2.75 -3.37 3.01 -0.074
O -4.69 -2.32 5.21 -0.055
H -4.80 -1.85 3.15 0.097
H -4.18 -0.70 4.18 0.118
H -2.11 -2.28 4.58 0.130
H -2.24 -1.36 3.10 0.101
H -1.80 -3.61 2.93 0.053
H -4.78 -3.27 5.03 0.090
C 3.41 -2.36 3.47 -0.250
C 3.62 -3.86 3.50 -0.237
O 3.86 -4.31 4.82 -0.047
O 2.09 -2.10 3.84 -0.059
H 3.62 -1.97 2.48 0.104
H 4.16 -1.93 4.14 0.124
H 4.52 -4.06 2.91 0.121
H 2.75 -4.29 3.00 0.098
H 3.77 -5.26 4.74 0.086
H 2.02 -1.14 3.92 0.043
C 0.10 -4.04 0.10 -0.258
C 0.28 -4.65 1.41 -0.250
O -0.03 -3.81 2.49 -0.075
O 0.95 -2.95 -0.04 -0.086
H -0.95 -3.75 -0.04 0.119
H 0.28 -4.78 -0.68 0.122
H 1.25 -5.11 1.61 0.118
H -0.43 -5.48 1.45 0.135
H 0.69 -3.17 2.69 0.076
H 0.57 -2.18 -0.51 0.059
C -0.49 0.33 0.09 -0.224
C 0.50 0.03 1.19 -0.215
O 0.60 1.21 1.96 -0.082
O -0.69 -0.86 -0.65 -0.115
H -0.05 1.12 -0.53 0.121
H -1.47 0.66 0.43 0.118
H 1.43 -0.31 0.74 0.111
H 0.15 -0.85 1.72 0.113
H 0.91 1.00 2.85 0.048
H -1.35 -0.63 -1.34 0.030
C -0.39 4.89 0.30 -0.258
C -1.15 4.56 1.51 -0.287
O -1.41 3.21 1.66 -0.066
O 0.92 4.36 0.30 -0.066
H -0.29 5.97 0.16 0.127
H -0.84 4.48 -0.59 0.093
H -2.08 5.12 1.42 0.125
H -0.67 4.92 2.41 0.117
H -0.64 2.61 1.70 0.056
H 1.44 4.80 0.98 0.087
C 3.75 -4.28 -2.33 -0.065
C 4.04 -2.86 -1.92 -0.424
C 3.21 -1.87 -2.70 -0.234
O 3.42 -0.62 -2.14 -0.190
C 2.67 0.40 -2.74 -0.100
N 3.89 -2.77 -0.44 0.047
H 2.77 -4.66 -2.04 0.069
H 4.28 -4.93 -1.63 0.077
H 4.02 -4.45 -3.37 0.082
H 5.08 -2.55 -2.04 0.138
H 2.16 -2.16 -2.71 0.119
H 3.47 -1.88 -3.77 0.130
H 2.86 0.44 -3.82 0.098
H 2.92 1.34 -2.25 0.068
H 1.60 0.31 -2.55 0.072
H 3.98 -1.79 -0.17 0.052
H 2.91 -3.00 -0.20 0.040
C -5.34 1.76 -4.49 -0.038
C -5.93 2.10 -3.07 -0.424
C -4.97 2.99 -2.33 -0.171
O -3.72 2.29 -2.14 -0.268
C -2.58 3.04 -1.76 -0.082
N -7.26 2.71 -3.03 0.038
H -5.94 1.02 -5.01 0.074
H -4.32 1.38 -4.37 0.043
H -5.43 2.65 -5.11 0.076
H -6.00 1.11 -2.62 0.136
H -5.38 3.23 -1.35 0.129
H -4.71 3.90 -2.86 0.126
H -2.71 3.39 -0.74 0.081
H -2.41 3.81 -2.50 0.095
H -1.76 2.32 -1.74 0.076
H -7.93 2.19 -3.58 0.072
H -7.19 3.65 -3.41 0.073
C 3.59 1.69 0.73 -0.046
C 4.81 2.61 0.69 -0.406
C 4.68 3.68 -0.32 -0.231
O 5.90 4.35 -0.45 -0.194
C 5.91 5.41 -1.38 -0.102
N 4.96 3.24 2.05 0.044
H 3.74 0.96 1.54 0.073
H 3.44 1.15 -0.21 0.055
H 2.71 2.25 1.07 0.066
H 5.67 1.98 0.49 0.137
H 3.91 4.40 -0.02 0.127
H 4.40 3.29 -1.31 0.128
H 5.40 5.05 -2.28 0.086
H 6.96 5.65 -1.47 0.089
H 5.35 6.27 -1.01 0.086
H 5.70 3.94 2.09 0.071
H 5.19 2.56 2.77 0.068
C -1.49 0.49 -4.41 -0.042
C -2.33 -0.61 -3.86 -0.415
C -1.68 -1.93 -3.77 -0.196
O -1.43 -2.45 -5.08 -0.165
C -1.15 -3.81 -5.08 -0.142
N -2.74 -0.31 -2.46 0.076
H -1.09 0.23 -5.39 0.091
H -0.62 0.72 -3.80 0.072
H -2.10 1.40 -4.45 0.072
H -3.23 -0.68 -4.47 0.139
H -2.37 -2.56 -3.23 0.124
H -0.69 -1.93 -3.29 0.133
H -1.96 -4.47 -4.78 0.086
H -0.29 -4.16 -4.51 0.079
H -0.87 -4.06 -6.11 0.090
H -3.21 0.60 -2.40 0.045
H -3.42 -1.02 -2.20 0.049


Energy values, unit Ha, following the record order: -731.1907 -1337.8811 -3797.6388 -2791.8373 -331.0160 -288.9556 -380.2461 -7210.2586 -2767.7876.